Molecular formula: CBr2NP
Method: DFT, wB97M-V/def2-TZVPD

## Properties
Energy above the lowest of the compared OMol25 structures with the same formula, charge and spin ... 94.32 kcal per mole
LUMO (alpha / beta) ... -2.0 / -4.2 eV
Kohn-Sham gap (alpha / beta) ... 0.32268 / 0.16893 hartree
Highest occupied orbital energy (alpha / beta) ... -10.80 / -8.82 eV

Atoms and positions in Å:
C 1.859 1.778 -0.220
N 2.035 2.394 -1.162
P -1.933 -1.473 -0.120
Br -0.987 0.411 0.443
Br -0.973 -3.110 1.058

=====

Molecular formula: C12H23FN3
Method: DFT, wB97M-V/def2-TZVPD

## Properties
LUMO ... -3.2 eV
Charge ... +1
Kohn-Sham gap ... 0.30856 hartree
Highest occupied orbital energy ... -11.58 eV

Atoms and positions in Å:
C -0.742 -1.205 -0.067
C 0.627 -0.672 0.589
C 0.794 0.824 0.117
C 2.228 1.466 0.307
N 3.155 0.784 1.214
N 2.781 0.731 2.566
C 2.388 2.033 3.208
C 0.800 2.122 3.341
C 0.240 3.462 2.707
F -1.052 3.719 3.193
H -1.553 -0.742 0.573
H -0.846 -2.315 0.014
H -0.826 -0.811 -1.108
H 0.426 -0.715 1.706
H 1.453 -1.370 0.300
H 0.565 0.834 -0.991
H -0.050 1.418 0.577
H 2.719 1.455 -0.711
H 2.082 2.568 0.513
H 3.363 -0.146 0.851
H 3.618 0.411 3.084
H 2.045 0.040 2.805
H 2.769 2.038 4.269
H 2.770 2.943 2.686
H 0.459 2.103 4.416
H 0.268 1.264 2.845
H 0.153 3.424 1.588
H 0.969 4.275 2.974
N -2.148 -2.853 -2.534
C -1.452 -2.850 -3.678
C -2.029 -2.738 -4.933
C -3.408 -2.625 -5.013
C -4.152 -2.627 -3.843
C -3.479 -2.740 -2.638
H -0.377 -2.944 -3.565
H -1.415 -2.740 -5.824
H -3.897 -2.537 -5.975
H -5.231 -2.541 -3.866
H -4.018 -2.743 -1.696

=====

Molecular formula: C35H67Cl30NP2
Method: DFT, wB97M-V/def2-TZVPD

## Properties
LUMO ... 0.3 eV
Kohn-Sham gap ... 0.27258 hartree
Highest occupied orbital energy ... -7.15 eV

Atoms and positions in Å:
C 7.216 -2.099 1.944
C 6.265 -2.359 0.687
Cl 4.820 -3.385 1.092
C 5.918 -1.054 -0.113
Cl 7.401 -0.085 -0.571
P 4.688 0.144 0.679
C 3.071 -0.163 -0.274
C 2.557 1.132 -1.013
C 1.799 2.158 -0.079
C 0.523 1.569 0.634
C -0.854 1.897 -0.130
C -1.926 2.223 1.003
C -3.391 1.739 0.647
C -4.086 1.031 1.875
C -5.392 1.761 2.353
C -6.549 1.831 1.278
C -6.766 0.471 0.492
C -7.536 -0.490 1.464
N -8.088 -1.696 0.825
C -7.662 -2.959 1.227
C -8.371 -3.990 0.470
C -9.283 -3.244 -0.429
C -9.058 -1.838 -0.151
P 4.223 -0.337 2.761
C 5.594 0.178 3.937
C 2.767 0.809 3.175
H 7.368 -0.987 2.060
H 6.860 -2.611 2.867
H 8.236 -2.514 1.704
H 6.884 -2.994 -0.011
H 5.457 -1.378 -1.086
H 2.300 -0.644 0.391
H 3.290 -0.933 -1.068
H 1.925 0.904 -1.915
H 3.484 1.664 -1.378
H 1.426 2.966 -0.769
H 2.510 2.676 0.620
H 0.538 0.462 0.779
H 0.464 2.064 1.645
H -0.738 2.731 -0.882
H -1.199 0.944 -0.609
H -1.595 1.631 1.901
H -1.912 3.313 1.246
H -4.006 2.653 0.415
H -3.372 1.058 -0.245
H -4.380 -0.032 1.633
H -3.393 0.941 2.757
H -5.128 2.816 2.658
H -5.788 1.264 3.278
H -7.481 2.144 1.834
H -6.329 2.692 0.575
H -7.466 0.726 -0.348
H -5.811 0.062 0.088
H -8.411 0.093 1.875
H -6.877 -0.840 2.304
H -6.886 -3.105 2.001
H -8.246 -5.083 0.593
H -10.006 -3.699 -1.133
H -9.594 -1.002 -0.652
H 5.968 -0.770 4.417
H 5.239 0.813 4.795
H 6.469 0.627 3.409
H 2.815 0.993 4.276
H 1.790 0.362 2.853
H 2.907 1.818 2.690
C -2.536 -1.859 4.664
Cl -1.382 -0.916 3.713
Cl -3.634 -0.809 5.568
H -3.119 -2.481 3.991
H -1.989 -2.482 5.364
C -7.838 3.105 -2.366
Cl -9.114 2.315 -1.432
Cl -6.276 3.044 -1.529
H -7.742 2.603 -3.325
H -8.112 4.143 -2.519
C 9.336 -3.828 -1.517
Cl 8.413 -5.001 -0.570
Cl 10.835 -3.386 -0.696
H 9.578 -4.265 -2.482
H 8.733 -2.933 -1.655
C -11.509 5.084 -3.470
Cl -11.959 3.435 -3.026
Cl -9.888 5.153 -4.176
H -12.222 5.457 -4.200
H -11.531 5.707 -2.580
C 14.031 -2.938 1.032
Cl 15.242 -3.041 -0.251
Cl 14.319 -1.547 2.080
H 13.049 -2.839 0.580
H 14.074 -3.844 1.630
C 6.940 0.817 -3.982
Cl 7.551 -0.247 -5.257
Cl 5.676 1.892 -4.594
H 6.528 0.210 -3.182
H 7.761 1.419 -3.602
C -8.616 -5.569 3.856
Cl -8.728 -5.380 5.616
Cl -8.940 -4.048 3.006
H -7.613 -5.903 3.604
H -9.344 -6.311 3.537
C 1.092 3.821 -4.071
Cl 0.151 2.676 -3.107
Cl 2.577 4.298 -3.239
H 1.353 3.353 -5.017
H 0.489 4.707 -4.251
C 10.559 -0.806 3.908
Cl 11.192 -1.839 2.626
Cl 9.274 0.244 3.299
H 10.158 -1.431 4.701
H 11.366 -0.190 4.296
C 7.407 3.086 -7.520
Cl 6.860 4.570 -6.730
Cl 8.971 3.315 -8.311
H 7.502 2.304 -6.772
H 6.674 2.795 -8.267
C -11.164 1.412 3.429
Cl -10.510 0.345 2.180
Cl -12.438 2.454 2.784
H -11.578 0.804 4.229
H -10.362 2.035 3.815
C -0.540 -0.566 -5.826
Cl -0.639 -0.394 -4.071
Cl -0.930 0.953 -6.644
H 0.471 -0.860 -6.094
H -1.244 -1.329 -6.145
C 18.645 -4.250 1.282
Cl 18.223 -5.913 1.709
Cl 20.257 -4.162 0.562
H 17.918 -3.874 0.567
H 18.627 -3.640 2.181
C -15.253 1.232 -3.323
Cl -14.508 2.373 -4.448
Cl -14.031 0.354 -2.395
H -15.889 1.782 -2.634
H -15.848 0.519 -3.886

=====

Molecular formula: C3H7NOS
Method: DFT, wB97M-V/def2-TZVPD

## Properties
Energy above the lowest of the compared OMol25 structures with the same formula, charge and spin ... 127.03 kcal per mole
LUMO ... 0.9 eV
Kohn-Sham gap ... 0.35649 hartree
Highest occupied orbital energy ... -8.78 eV

Atoms and positions in Å:
C 2.171 0.970 -0.065
C 0.341 -1.160 0.311
C -2.702 0.149 -0.243
H 2.426 1.401 0.908
H 2.951 1.191 -0.591
H 1.375 1.450 -0.663
H -0.126 -0.770 1.337
H 0.457 -2.243 0.311
H -2.930 -0.083 -1.491
H -3.518 0.888 0.526
N -1.661 -0.158 0.416
O -0.746 -0.857 -0.584
S 1.962 -0.776 -0.172

=====

Molecular formula: C2H4N4O
Method: DFT, wB97M-V/def2-TZVPD

## Properties
Energy above the lowest of the compared OMol25 structures with the same formula, charge and spin ... 33.62 kcal per mole
Structure (SMILES) ... Nc1n[nH]c(=O)[nH]1
LUMO ... 0.8 eV
Kohn-Sham gap ... 0.34615 hartree
Highest occupied orbital energy ... -8.58 eV

Atoms and positions in Å:
N 0.024 0.071 2.086
C -0.109 0.085 0.716
N -1.187 0.522 0.121
N -0.895 0.438 -1.233
C 0.337 -0.060 -1.436
O 1.097 -0.344 -2.373
N 0.860 -0.294 -0.206
H -0.861 0.186 2.568
H 0.558 -0.702 2.451
H -1.564 0.724 -1.923
H 1.740 -0.626 -0.772

=====

Molecular formula: S2
Method: DFT, wB97M-V/def2-TZVPD

## Properties
Energy above the lowest of the compared OMol25 structures with the same formula, charge and spin ... 141.58 kcal per mole
LUMO ... -5.0 eV
Kohn-Sham gap ... 0.17426 hartree
Highest occupied orbital energy ... -9.74 eV

Atoms and positions in Å:
S 0.000 0.000 1.586
S 0.000 0.000 -1.586

=====

Molecular formula: C5H12ClOP
Method: DFT, wB97M-V/def2-TZVPD

## Properties
Energy above the lowest of the compared OMol25 structures with the same formula, charge and spin ... 38.21 kcal per mole
Structure (SMILES) ... CC(C)[P@](C)(=O)CCl
LUMO ... 0.7 eV
Kohn-Sham gap ... 0.37182 hartree
Highest occupied orbital energy ... -9.40 eV

Atoms and positions in Å:
C 0.875 1.772 -0.994
C -1.487 1.125 -0.233
C 0.770 -0.258 1.990
C -0.623 -2.375 -0.250
C -0.246 0.698 -0.975
O 1.844 -1.120 -0.686
P 0.534 -0.773 -0.159
Cl 0.250 -3.702 0.602
H 1.560 1.452 -1.739
H 0.417 2.720 -1.085
H 1.325 1.783 0.037
H -1.112 1.408 0.772
H -2.181 0.342 -0.108
H -1.797 1.952 -0.896
H 0.276 0.735 2.157
H 0.409 -1.074 2.738
H 1.821 -0.327 1.884
H -1.592 -2.144 0.306
H -0.663 -2.547 -1.299
H -0.380 0.333 -2.062

=====

Molecular formula: C5H12N2
Method: DFT, wB97M-V/def2-TZVPD

## Properties
Energy above the lowest of the compared OMol25 structures with the same formula, charge and spin ... 69.53 kcal per mole
Structure (SMILES) ... C/C(=C\N)CCN
LUMO ... 0.9 eV
Kohn-Sham gap ... 0.32985 hartree
Highest occupied orbital energy ... -8.12 eV

Atoms and positions in Å:
C 1.289 0.217 -1.354
C 0.939 -0.283 0.019
C -0.371 0.162 0.596
C -0.537 0.089 1.978
N -1.697 -0.500 2.645
C -1.512 0.567 -0.260
N 2.547 -0.215 -1.848
H 1.129 1.269 -1.471
H 0.424 -0.088 -1.949
H 1.647 0.084 0.759
H 1.007 -1.458 0.054
H 0.370 0.200 2.531
H -2.572 0.147 2.795
H -2.166 -0.861 1.854
H -1.391 0.295 -1.373
H -2.372 -0.030 -0.029
H -1.862 1.665 -0.238
H 2.716 -1.245 -1.869
H 2.413 -0.015 -2.840